No. 1
This record from the Open Molecules 2025 dataset describes a cluster of 11 separate species, C22H44Cl22 in total. The level of theory is wB97M-V/def2-TZVPD.

Each line ends with the Mulliken charge.
Atoms and positions in Å:
Cl -13.48832 5.04213 8.45693  -0.19
C -12.77674 3.57737 9.11409  -0.26
C -11.74232 3.98670 10.19050  -0.40
Cl -12.68661 4.74479 11.48836  -0.18
H -12.37665 2.97736 8.29676  0.30
H -13.60964 2.96735 9.46372  0.12
H -10.99328 4.70480 9.85678  0.33
H -11.15379 3.15811 10.58441  0.28
Cl -11.23404 -1.12100 9.53470  -0.18
C -11.15774 -2.41367 8.29657  -0.48
C -9.75333 -3.03959 8.26464  -0.39
Cl -9.20480 -3.59958 9.85921  -0.17
H -11.51650 -2.03307 7.34026  0.31
H -11.92639 -3.17686 8.41827  0.31
H -9.08987 -2.22204 7.98265  0.29
H -9.81445 -3.82142 7.50760  0.31
Cl -19.01107 6.80949 4.46967  -0.18
C -19.22672 7.12606 2.74922  -0.34
C -18.43461 8.39137 2.34144  -0.46
Cl -18.78818 9.85158 3.39292  -0.18
H -20.28673 7.19130 2.50381  0.29
H -18.84972 6.28086 2.17336  0.26
H -18.80131 8.66518 1.35217  0.29
H -17.35601 8.24044 2.29717  0.32
Cl -17.10810 5.20454 -1.91494  -0.19
C -15.73961 4.14821 -2.29817  -0.34
C -14.49490 5.02834 -2.40102  -0.39
Cl -14.52620 6.23550 -3.75147  -0.19
H -16.05711 3.65982 -3.21946  0.29
H -15.62630 3.30284 -1.61949  0.29
H -13.59477 4.43058 -2.54430  0.23
H -14.33249 5.64204 -1.51496  0.30
Cl -18.67857 -3.06054 5.60488  -0.18
C -17.56521 -4.46425 5.82542  -0.46
C -18.33275 -5.66718 6.40779  -0.42
Cl -19.64033 -6.17098 5.38513  -0.16
H -16.77678 -4.05181 6.45500  0.30
H -17.27185 -4.82401 4.83920  0.31
H -18.72088 -5.37926 7.38481  0.30
H -17.66941 -6.51506 6.57862  0.31
Cl -14.75363 0.19543 4.76552  -0.20
C -15.92847 1.59403 4.63360  -0.54
C -16.08356 2.25856 3.22272  -0.31
Cl -14.60671 3.20298 2.89413  -0.19
H -15.71438 2.27140 5.46030  0.37
H -16.89881 1.15212 4.86002  0.28
H -16.92922 2.94268 3.29286  0.26
H -16.29834 1.50801 2.46203  0.32
Cl -21.78892 4.40844 9.10700  -0.18
C -21.52898 2.65523 9.06823  -0.36
C -20.87267 2.29020 7.71747  -0.42
Cl -22.01729 2.53690 6.32753  -0.19
H -22.47803 2.15303 9.25591  0.30
H -20.90869 2.41006 9.93033  0.28
H -20.56009 1.24819 7.64961  0.27
H -19.95959 2.84358 7.49802  0.30
Cl -16.79425 0.61706 9.84218  -0.15
C -16.36566 -0.08415 11.40491  -0.49
C -15.81056 0.99396 12.38814  -0.38
Cl -16.87054 2.37521 12.56612  -0.17
H -15.69034 -0.92775 11.26213  0.31
H -17.24738 -0.62111 11.75466  0.31
H -14.83697 1.38625 12.09427  0.24
H -15.74435 0.56638 13.38859  0.31
Cl -9.79173 4.07441 3.61390  -0.18
C -9.41766 2.88380 2.36823  -0.41
C -8.84226 1.62762 2.99462  -0.40
Cl -7.17777 1.93701 3.44016  -0.18
H -8.72326 3.29733 1.63687  0.33
H -10.28902 2.69083 1.74245  0.28
H -8.85872 0.83082 2.25103  0.27
H -9.35505 1.41835 3.93342  0.28
Cl -20.71170 1.18477 0.43307  -0.18
C -22.10497 1.93021 -0.40587  -0.43
C -23.37752 1.12283 -0.47824  -0.41
Cl -23.31960 -0.37761 -1.41394  -0.18
H -21.65822 2.27208 -1.33949  0.32
H -22.37319 2.84436 0.12375  0.28
H -24.15810 1.70244 -0.97102  0.29
H -23.76676 0.89879 0.51493  0.31
Cl -13.20005 -0.35400 -0.88953  -0.16
C -12.61807 -0.81300 -2.53533  -0.47
C -11.14387 -0.53218 -2.65860  -0.40
Cl -10.84904 1.26082 -2.55953  -0.18
H -13.21795 -0.32911 -3.30610  0.33
H -12.86359 -1.87393 -2.48774  0.29
H -10.77997 -0.85426 -3.63429  0.30
H -10.56872 -0.94504 -1.82985  0.31

The SMILES is ClCCCl.ClCCCl.ClCCCl.ClCCCl.ClCCCl.ClCCCl.ClCCCl.ClCCCl.ClCCCl.ClCCCl.ClCCCl. The highest occupied orbital energy is -10.44 eV. Its energy relative to the best compared isomer or geometry (same formula, charge and spin) is 71.6 kcal/mol.

---

No. 2
This record from the Open Molecules 2025 dataset describes a structure of composition C22H21I2IrN5O3S. The level of theory is wB97M-V/def2-TZVPD.

Each line ends with the Mulliken charge.
Atoms and positions in Å:
Ir -0.20121 -0.20849 0.25063  2.00
I 5.00589 -0.38308 0.33493  0.08
C 3.67027 -0.10599 1.88598  -0.56
C 4.07280 0.01924 3.17160  -0.32
C 3.11993 0.17198 4.22264  0.00
I 3.86258 0.36958 6.12948  0.17
C 1.71131 0.17651 3.98674  0.42
C 0.71275 0.30002 4.94411  -0.79
C -0.65180 0.27877 4.52795  -0.71
C -0.97385 0.14244 3.22169  -0.49
N 0.00545 0.02352 2.25625  0.03
C 1.31376 0.03891 2.62782  0.15
C 2.25056 -0.07590 1.58128  0.88
O 1.83371 -0.16967 0.35079  -0.81
H 5.12389 -0.00207 3.42235  0.36
H 0.96249 0.40652 5.98861  0.24
H -1.44206 0.36894 5.25909  0.44
H -1.98924 0.11711 2.85491  0.42
N -0.22075 -0.30825 -1.87342  -0.51
C -0.24014 0.97030 -2.56243  0.55
C -0.38657 1.04988 -3.91604  -0.38
C -0.39743 2.30266 -4.56755  -0.80
C -0.26180 3.45595 -3.85156  -0.94
C -0.11536 3.40519 -2.44538  0.49
C 0.02388 4.55738 -1.63536  -0.50
C 0.15372 4.42813 -0.28370  -1.07
C 0.14295 3.13544 0.27650  -0.05
N 0.01840 2.05288 -0.44708  -0.29
C -0.10824 2.15491 -1.79802  -0.11
H -1.09429 -0.83258 -2.05130  0.54
H 0.57000 -0.86430 -2.19173  0.42
H -0.49948 0.14231 -4.49678  0.48
H -0.51537 2.33730 -5.64161  0.40
H -0.26808 4.41912 -4.34536  0.43
H 0.02371 5.53416 -2.10304  0.44
H 0.26045 5.28867 0.36070  0.41
H 0.23548 2.99313 1.34805  0.58
C -4.45229 -0.70729 -0.05872  -1.22
C -3.00902 -0.83984 -0.45446  0.88
O -2.66317 -1.42068 -1.47648  -0.70
O -2.18649 -0.22626 0.36983  -0.83
H -5.06843 -1.35562 -0.67401  0.35
H -4.76319 0.32859 -0.20349  0.30
H -4.57762 -0.94231 0.99643  0.33
C -1.34879 -4.74394 -1.26701  -0.85
N -0.04013 -4.19187 -1.60237  -0.26
C 0.62282 -3.31930 -0.85250  0.62
N 1.77703 -2.81364 -1.35525  -0.36
S 0.06342 -2.80041 0.66537  -0.38
H -1.49904 -5.64260 -1.85957  0.35
H -2.13451 -4.01981 -1.47948  0.29
H -1.37465 -5.00268 -0.21236  0.32
H 0.34373 -4.43498 -2.50237  0.23
H 2.25753 -3.28748 -2.10470  0.22
H 2.34449 -2.27053 -0.72056  0.09

The highest occupied orbital energy (alpha / beta) is -8.34 / -11.50 eV. The expectation value of S² is 6.041. Its net charge is +1. Its multiplicity is 5.

---

No. 3
This record from the Open Molecules 2025 dataset describes the molecule C4H14N3O2PS3. The level of theory is wB97M-V/def2-TZVPD.

Each line ends with the Mulliken charge.
Atoms and positions in Å:
C -3.15871 -0.98584 -0.09737  -1.41
C -1.85536 0.62806 1.40897  -1.41
C -1.51887 0.80108 -1.10008  -1.32
C -1.84617 -0.17847 0.05730  1.12
N 2.90433 2.88377 -0.40009  -0.56
N 3.42367 -2.07433 1.19336  -0.60
N -0.10255 -2.06861 -1.09610  -0.59
O 1.63241 0.55618 -1.50878  -0.72
O 0.84367 -0.44156 0.70933  -0.30
P 2.00336 0.12008 -0.15797  0.78
S 2.53440 1.86531 0.94896  -0.05
S 3.48245 -1.35489 -0.37090  -0.03
S -0.50340 -1.41473 0.29577  0.44
H -4.04232 -0.41202 -0.45221  0.36
H -3.07695 -1.77544 -0.89373  0.35
H -3.28496 -1.50828 0.89635  0.37
H -0.90679 1.22472 1.39166  0.30
H -2.11326 -0.07563 2.25716  0.38
H -2.74109 1.25480 1.63090  0.40
H -0.60778 1.36821 -0.80955  0.27
H -1.13371 0.28143 -2.00212  0.29
H -2.30824 1.52068 -1.37904  0.40
H 2.52214 2.35904 -1.13607  0.37
H 3.90562 2.86188 -0.50780  0.28
H 2.57286 -2.55735 1.19335  0.32
H 3.73592 -1.38264 1.80678  0.30
H -0.36065 -1.49544 -1.87807  0.27

The highest occupied orbital energy is -8.93 eV. Its energy relative to the best compared isomer or geometry (same formula, charge and spin) is 4.4 kcal/mol.

---

No. 4
This record from the Open Molecules 2025 dataset describes the ion C6H13N2 with charge +1. The level of theory is wB97M-V/def2-TZVPD.

Each line ends with the Mulliken charge.
Atoms and positions in Å:
C 0.26154 2.40914 1.88199  -1.26
C 0.00855 1.00591 1.30898  -0.03
C 0.42064 0.91796 -0.07443  0.19
N 0.79624 -0.03817 -0.81450  0.09
C 0.86255 -1.40883 -1.07468  -0.55
C -0.48066 -2.01471 -1.22581  -0.40
N -0.89426 -2.13825 0.18493  -0.55
C 0.44072 1.26575 -1.50492  -0.35
H 0.11700 2.16550 2.91686  0.37
H -0.31198 3.22934 1.41076  0.36
H 1.28561 2.69901 1.68446  0.35
H -1.06226 0.84670 1.30516  0.25
H 0.58314 0.12574 1.85475  0.33
H 1.31141 -1.81335 -0.24667  0.37
H 1.51579 -1.63043 -1.96004  0.30
H -1.22344 -1.27943 -1.75756  0.23
H -0.54825 -2.98663 -1.61358  0.39
H -1.83779 -2.34601 0.49480  0.21
H -0.35432 -2.92965 0.51579  0.20
H -0.47944 1.21908 -2.09694  0.25
H 1.34495 1.77507 -1.94288  0.26

The SMILES is CCC1=[N+](CCN)C1. The highest occupied orbital energy is -13.53 eV. Its net charge is +1. Its energy relative to the best compared isomer or geometry (same formula, charge and spin) is 80.9 kcal/mol.

---

No. 5
This record from the Open Molecules 2025 dataset describes a structure of composition C14H6Br2I2N3OS2Sc. The level of theory is wB97M-V/def2-TZVPD.

Each line ends with the Mulliken charge.
Atoms and positions in Å:
Sc 1.23057 -0.50232 0.10981  0.43
C -2.29455 -1.06331 -0.17341  -1.19
C -1.51972 -2.33882 -0.18848  0.87
C -2.19273 -3.56922 -0.32991  -0.86
C -1.49084 -4.73905 -0.35415  -0.62
C -0.08515 -4.71576 -0.24056  0.94
C 0.76755 -5.84830 -0.30047  -0.19
Br 0.03265 -7.57541 -0.51121  -0.20
C 2.11974 -5.70269 -0.21740  -0.36
C 2.70596 -4.42926 -0.05566  -0.36
Br 4.57116 -4.28443 0.04840  -0.12
C 1.92491 -3.30456 0.03811  0.82
O 2.37260 -2.07143 0.18836  -0.86
C 0.51529 -3.45893 -0.07600  0.07
N -0.20474 -2.28690 -0.04873  -0.18
H -3.20802 -1.15281 -0.75791  0.38
H -1.72080 -0.22432 -0.57132  0.33
H -2.57881 -0.80557 0.84817  0.15
H -3.26883 -3.56601 -0.43043  0.43
H -1.99947 -5.68600 -0.47409  0.37
H 2.76570 -6.56722 -0.27523  0.43
S 2.64051 1.11406 1.48529  -0.36
C 3.10836 2.24872 0.22787  0.70
C 3.90502 3.34772 0.68359  -0.25
N 4.53275 4.22296 1.08542  -0.40
C 2.76215 2.15325 -1.07771  0.90
S 1.79582 0.90423 -1.83171  -0.30
C 3.21046 3.16629 -1.99156  -0.24
N 3.57632 3.96582 -2.73144  -0.40
I -0.15024 1.67832 1.67723  0.39
I -2.87245 2.08918 1.73049  -0.29

The highest occupied orbital energy is -8.59 eV. Its energy relative to the best compared isomer or geometry (same formula, charge and spin) is 10.6 kcal/mol.

---

No. 6
This record from the Open Molecules 2025 dataset describes a structure of composition C27H27BHfN3O3P. The level of theory is wB97M-V/def2-TZVPD.

Each line ends with the Mulliken charge.
Atoms and positions in Å:
Hf -0.13370 0.08996 -0.48179  1.48
N 2.05026 -2.37920 -0.03831  0.08
P 0.35503 -2.52061 0.08333  0.88
C -0.11614 -3.63640 -1.23059  0.59
C -1.33670 -4.30908 -1.11302  -0.58
C -1.78262 -5.10816 -2.15183  -0.88
C -1.01971 -5.23392 -3.30720  -0.48
C 0.18465 -4.55754 -3.43078  -0.79
C 0.63684 -3.75053 -2.39673  -0.45
C -0.03184 -3.25567 1.65779  0.42
C -0.00337 -4.64555 1.81793  -0.36
C -0.21350 -5.19565 3.07060  -0.81
C -0.45374 -4.36931 4.16171  -0.49
C -0.48665 -2.99025 4.00763  -0.78
C -0.27953 -2.43152 2.75643  -0.36
C 2.73573 -1.19186 0.03404  0.76
C 4.13632 -1.18198 -0.02162  -1.04
C 4.78856 0.01700 0.07114  -0.25
C 4.06610 1.21338 0.20765  -0.96
C 2.70746 1.14375 0.21568  0.01
N 2.03460 -0.04828 0.13280  -0.11
H 2.62331 -3.21206 -0.03981  0.34
H -1.93061 -4.22927 -0.21025  0.50
H -2.71846 -5.64165 -2.05518  0.45
H -1.36639 -5.86733 -4.11289  0.43
H 0.77593 -4.65809 -4.33061  0.44
H 1.57049 -3.21470 -2.50625  0.39
H 0.17866 -5.29630 0.97160  0.45
H -0.19211 -6.26979 3.19472  0.43
H -0.62064 -4.80493 5.13798  0.42
H -0.67858 -2.35374 4.86053  0.44
H -0.32096 -1.35428 2.64436  0.23
H 4.67730 -2.11236 -0.12489  0.45
H 5.87026 0.03847 0.03955  0.45
H 4.56179 2.16838 0.29497  0.45
H 2.10127 2.03777 0.31600  0.44
C -3.41933 3.79818 4.19937  -0.80
O -4.29100 3.51249 3.08679  -0.40
C -3.90304 2.68470 2.14361  0.87
C -4.82629 2.48866 1.09182  -1.01
C -4.50594 1.64299 0.08053  -1.42
C -3.25929 0.94972 0.01088  0.28
C -3.04766 0.03554 -1.04462  1.48
C -4.09759 -0.33093 -2.03456  -1.90
O -1.91541 -0.57991 -1.21855  -0.46
C -2.36212 1.18604 1.10131  0.73
O -1.13769 0.57592 1.11964  -0.73
C -2.66493 2.02066 2.14552  -0.54
H -3.95934 4.51856 4.80201  0.25
H -2.48911 4.23457 3.83801  0.35
H -3.23937 2.88836 4.77024  0.35
H -5.76825 3.01652 1.12040  0.50
H -5.22508 1.50163 -0.71465  0.48
H -4.42284 0.54897 -2.59335  0.49
H -4.97146 -0.73654 -1.52206  0.48
H -3.69944 -1.06533 -2.72707  0.35
H -1.94698 2.14200 2.94125  0.56
B -0.27716 2.27591 -2.14585  -0.01
C 0.42815 0.94418 -2.68512  0.28
N 0.82583 -0.14535 -2.62605  -0.34
H -0.20472 2.16049 -0.89605  0.05
H -1.43576 2.25826 -2.45284  -0.05
H 0.35614 3.25290 -2.39905  -0.02

The highest occupied orbital energy is -14.53 eV. Its net charge is +2. Its energy relative to the best compared isomer or geometry (same formula, charge and spin) is 0.0 kcal/mol.

---

no.,total energy (hartree)
1,-10988.84198
2,-2448.18058
3,-2011.44272
4,-345.56717
5,-8077.28595
6,-1848.90918